# 1
Density functional theory data (ωB97M-V/def2-TZVPD) for 2 unconnected molecules or ions with the total composition CH4Cl2N3S in a non-equilibrium geometry.

The geometry in ORCA input format:
```
! RIJCOSX wB97M-V def2-TZVPD def2/J DEFGRID3
* xyz 1 1
C -0.982 0.261 0.956
N -1.370 1.016 0.008
N -0.093 -0.714 1.147
N 1.272 -0.682 -0.803
S -1.152 -0.233 2.574
Cl 1.763 0.930 -0.360
Cl 0.823 -0.696 -2.474
H -0.964 0.832 -0.883
H -1.833 1.854 0.076
H 0.423 -1.428 0.537
H 2.114 -1.141 -0.778
*
```

Its energy above the lowest of the compared OMol25 structures with the same formula, charge and spin is 1.510 eV. The orbital gap comes out at 8.9 eV. The LUMO energy comes out at -4.96 eV. The energy is -41440.59757 eV.

Charges in e, computed with Löwdin, in the same order as the atoms:
1 C -0.76
2 N 0.24
3 N -0.19
4 N -0.88
5 S 1.06
6 Cl 0.62
7 Cl 0.61
8 H 0.08
9 H 0.12
10 H 0.13
11 H -0.02

---

# 2
Density functional theory data (ωB97M-V/def2-TZVPD) for a molecular structure, C23H41IP2Tb in a non-equilibrium geometry.

The geometry in ORCA input format:
```
! RIJCOSX wB97M-V def2-TZVPD def2/J DEFGRID3
* xyz 1 7
Tb 0.333 0.102 0.570
C -0.946 -1.705 2.885
C 0.367 -2.027 2.388
C 0.591 -0.388 4.012
C -0.792 -0.696 3.859
C 1.316 -1.203 3.101
C -2.231 -2.444 2.586
H -2.255 -2.762 1.535
H -3.079 -1.748 2.763
H -2.339 -3.324 3.239
C -1.875 -0.084 4.706
H -2.837 -0.555 4.495
H -1.964 0.986 4.502
H -1.651 -0.217 5.767
C 1.138 0.535 5.023
H 0.784 0.259 6.039
H 0.821 1.572 4.820
H 2.229 0.502 5.015
C 2.801 -1.292 3.031
H 3.196 -2.096 3.664
H 3.243 -0.338 3.365
H 3.148 -1.467 1.998
C 0.739 -3.211 1.560
H 1.019 -4.122 2.137
H 1.588 -2.974 0.904
H -0.097 -3.506 0.892
C -1.516 1.628 -2.602
C -2.011 0.271 -2.987
C -1.243 -0.616 -3.961
C 0.308 -0.426 -4.090
C 1.036 -0.228 -2.794
C 1.667 1.115 -2.546
C 0.942 2.357 -3.139
C -0.503 2.295 -3.592
H -1.607 -0.399 -4.986
H 0.569 0.319 -4.869
H -1.456 -1.692 -3.823
H -0.598 1.960 -4.658
H -2.384 2.354 -2.448
H -3.059 0.054 -3.023
H -0.805 3.362 -3.677
H 1.091 3.275 -2.531
H 2.739 1.282 -2.868
H 1.536 2.461 -4.068
H 0.692 -1.364 -4.498
H 1.561 -1.117 -2.434
P -2.562 -0.098 -1.123
C -3.896 1.143 -0.759
C -1.896 -1.738 -1.189
P 2.350 1.226 -0.742
C -1.073 1.165 -1.099
C 3.556 -0.223 -0.888
C 2.775 2.922 -0.490
H -3.674 1.903 0.015
H -4.785 0.595 -0.443
H -4.104 1.669 -1.685
H -1.143 -1.831 -1.972
H -2.787 -2.295 -1.534
H -1.492 -2.248 -0.318
H 2.604 3.713 -1.237
H 3.807 2.940 -0.164
H 2.174 3.137 0.379
H -0.979 2.004 -0.388
H -0.190 0.485 -1.282
H 4.151 -0.114 0.006
H 4.203 -0.257 -1.784
H 3.021 -1.173 -0.808
I -0.268 2.384 2.242
*
```

Its energy above the lowest of the compared OMol25 structures with the same formula, charge and spin is 4.740 eV. The orbital gap (spin up / spin down) comes out at 4.2 / 4.6 eV. The LUMO energy (spin up / spin down) comes out at -4.29 / -4.08 eV. As for the expectation value of S²: 12.81. The energy is -73613.89559 eV.

Charges in e, computed with Löwdin, in the same order as the atoms:
1 Tb 0.88
2 C -0.26
3 C -0.33
4 C -0.29
5 C -0.25
6 C -0.30
7 C -0.04
8 H 0.04
9 H 0.08
10 H 0.10
11 C -0.03
12 H 0.07
13 H 0.05
14 H 0.09
15 C -0.06
16 H 0.10
17 H 0.03
18 H 0.08
19 C -0.04
20 H 0.10
21 H 0.08
22 H 0.06
23 C -0.04
24 H 0.11
25 H 0.07
26 H 0.07
27 C -0.27
28 C -0.30
29 C -0.16
30 C -0.23
31 C -0.26
32 C -0.48
33 C -0.19
34 C -0.15
35 H 0.13
36 H 0.11
37 H 0.11
38 H 0.13
39 H 0.14
40 H 0.07
41 H 0.12
42 H 0.10
43 H 0.09
44 H 0.12
45 H 0.10
46 H 0.05
47 P 1.08
48 C -0.13
49 C -0.21
50 P 0.79
51 C -0.41
52 C -0.24
53 C -0.27
54 H 0.09
55 H 0.06
56 H 0.06
57 H 0.05
58 H 0.09
59 H 0.01
60 H 0.06
61 H 0.05
62 H -0.03
63 H -0.03
64 H -0.08
65 H 0.02
66 H 0.06
67 H 0.02
68 I 0.32

---

Among the records above, which one has the highest energy? CH4Cl2N3S

---

Which of these has the highest energy? CH4Cl2N3S

---

Which of these has the highest energy? CH4Cl2N3S